The following is a DFT calculation (ωB97M-V with the def2-TZVPD basis set) of C12H13ClI2N2O5 as an isolated structure in a non-equilibrium geometry.

```
! RIJCOSX wB97M-V def2-TZVPD def2/J DEFGRID3
* xyz 0 1
C -3.43 0.90 0.43
C -3.15 2.33 -0.23
I -4.48 3.99 0.30
C -2.04 2.52 -1.11
I -1.75 4.56 -1.88
C -0.99 1.41 -1.57
O -1.40 0.02 -1.72
C -2.45 -0.12 -2.66
N -3.39 -0.08 -3.42
N -0.27 1.74 -2.86
C 0.80 0.72 -2.91
O 1.34 0.19 -3.92
C 1.19 0.34 -1.37
C 0.31 1.45 -0.55
O 1.01 2.68 -0.96
Cl 0.03 1.22 1.23
H -4.38 1.03 1.09
H -2.62 0.52 1.13
H -3.73 0.08 -0.34
H -0.87 1.86 -3.68
H 0.99 -0.74 -1.02
H 2.33 0.48 -1.33
H 0.87 3.38 -0.28
O 1.57 -2.38 -0.24
C 1.91 -2.35 0.92
O 2.52 -1.28 1.51
C 2.88 -1.62 2.85
C 1.98 -2.77 3.23
C 1.78 -3.48 1.90
H 3.94 -1.90 2.86
H 2.74 -0.76 3.50
H 2.39 -3.41 4.01
H 1.02 -2.39 3.59
H 2.56 -4.21 1.71
H 0.79 -3.94 1.84
*
```

Its HOMO-LUMO gap is 0.3150 hartree. The HOMO energy is -9.12 eV.

These are the Löwdin partial charges, in e, on atoms 1 to 8: C -0.16; C -0.71; I 0.74; C -0.59; I 0.79; C -0.43; O -0.02; C -0.21